Entry 1:
Here is a 16-piece molecular cluster, BH34O15 overall in a non-equilibrium geometry from the OMol25 dataset. Energies are from wB97M-V/def2-TZVPD.

Geometry (Å):
B1 0.058 -0.289 0.163
H1 0.376 0.833 0.554
H2 -1.099 -0.452 0.476
H3 0.195 -0.439 -1.061
H4 0.793 -1.113 0.693
O1 -1.906 2.257 1.908
H5 -2.100 2.368 2.842
H6 -1.559 1.380 1.809
O2 1.852 -1.247 -3.526
H7 0.970 -1.581 -3.719
H8 1.612 -0.379 -3.166
O3 -3.036 -0.959 -2.245
H9 -3.060 -0.108 -2.708
H10 -2.129 -1.137 -2.385
O4 -0.664 -0.620 3.361
H11 -0.233 -0.740 2.518
H12 -0.387 0.294 3.515
O5 -3.299 -1.058 3.141
H13 -3.596 -1.958 3.358
H14 -2.320 -1.062 3.080
O6 3.729 -2.218 1.940
H15 3.980 -2.634 2.762
H16 3.051 -1.593 2.227
O7 1.441 -3.338 -1.788
H17 1.635 -2.491 -2.202
H18 1.805 -4.046 -2.279
O8 0.025 2.968 -1.708
H19 0.348 2.490 -2.439
H20 -0.688 2.377 -1.414
O9 -2.375 1.749 -0.897
H21 -3.238 1.711 -0.482
H22 -1.840 1.168 -0.366
O10 -4.020 -0.433 0.324
H23 -3.528 -0.894 -0.352
H24 -3.581 -0.522 1.109
O11 -1.061 -3.186 -0.885
H25 -0.149 -3.150 -1.265
H26 -1.030 -2.455 -0.289
O12 -0.079 4.200 1.059
H27 -0.475 3.329 1.248
H28 0.418 4.065 0.278
O13 3.047 2.144 2.192
H29 2.528 1.494 2.652
H30 2.739 2.239 1.280
O14 3.142 0.025 -0.525
H31 3.516 -0.802 -0.765
H32 2.262 -0.227 -0.363
O15 2.335 1.484 -2.643
H33 3.026 1.347 -3.258
H34 2.569 1.207 -1.761

Forces on the atoms, in the same order (eV/Å):
B 0.3 0.2 -0.1
H 0.1 0.0 -0.2
H -0.3 -0.3 0.1
H -0.1 0.3 0.3
H -0.1 -0.1 0.3
O -0.3 0.8 0.3
H -0.1 -0.1 0.1
H 0.3 -1.0 -0.1
O -0.6 0.0 0.0
H -0.1 -0.3 -0.4
H 0.5 0.6 0.3
O -1.1 0.8 -0.7
H -0.6 0.1 0.5
H 1.8 -1.1 0.3
O 0.5 0.8 0.4
H 0.3 -0.7 -1.2
H -0.3 -0.1 0.5
O -0.2 -0.4 0.0
H 0.4 0.6 -0.3
H -0.4 -0.1 0.4
O -0.2 0.2 0.0
H 0.2 -0.3 0.2
H 0.0 0.1 -0.4
O -0.5 0.6 1.3
H 0.5 0.1 -0.4
H 0.6 -0.8 -0.9
O -0.9 0.4 1.2
H 1.2 -0.7 -1.4
H -0.1 0.7 0.2
O -0.1 0.5 -0.9
H -0.2 -0.1 0.2
H 0.3 -0.7 0.4
O -2.3 0.8 -2.8
H 0.3 -0.1 -0.5
H 1.7 -0.6 3.4
O 0.5 -0.6 -1.0
H -0.8 -0.5 0.3
H -0.2 0.9 0.8
O -0.6 0.0 1.5
H -0.1 0.5 -0.1
H 0.7 -0.2 -1.5
O 0.8 0.7 -0.1
H -0.5 -0.4 -0.3
H -0.3 -0.4 0.4
O 1.4 1.3 0.0
H 1.0 -1.1 -0.4
H -2.5 -0.3 0.8
O -2.1 0.8 -0.6
H 1.3 -0.3 -0.5
H 0.8 -0.5 0.6

Calculated values
Energy relative to the best compared isomer or geometry (same formula, charge and spin) in eV: 0.000
HOMO in eV: -7.37
Net charge: -1
Spin multiplicity: 1
LUMO energy in eV: 2.376
Largest force on an atom in eV/Å: 3.87

***

Entry 2:
Here is one molecule with the formula C22H21ClN2O4S in a non-equilibrium geometry from the OMol25 dataset. Energies are from wB97M-V/def2-TZVPD.

Geometry (Å):
C1 -4.800 -0.735 2.181
C2 -4.629 -0.051 0.820
C3 -4.872 1.454 1.006
C4 -5.674 -0.624 -0.149
C5 -3.257 -0.304 0.214
C6 -2.823 0.465 -0.866
C7 -1.600 0.234 -1.468
C8 -0.798 -0.785 -0.998
S1 0.699 -1.125 -1.900
O1 1.534 0.037 -2.029
O2 0.319 -1.804 -3.107
N1 1.523 -2.306 -0.998
C9 2.782 -2.124 -0.454
C10 3.721 -3.155 -0.519
C11 4.982 -3.009 0.016
C12 5.333 -1.806 0.611
Cl1 6.917 -1.611 1.272
C13 4.425 -0.765 0.679
C14 3.144 -0.914 0.155
C15 2.149 0.178 0.342
O3 1.040 -0.048 0.791
C16 2.605 1.552 0.058
C17 3.688 1.847 -0.772
C18 4.031 3.153 -1.010
N2 3.346 4.191 -0.467
O4 3.693 5.371 -0.688
C19 2.275 3.917 0.318
C20 1.891 2.631 0.583
C21 -1.202 -1.573 0.055
C22 -2.422 -1.323 0.661
H1 -4.781 -1.818 2.087
H2 -4.020 -0.420 2.869
H3 -5.762 -0.460 2.609
H4 -5.805 1.606 1.542
H5 -4.950 1.972 0.055
H6 -4.065 1.906 1.579
H7 -6.674 -0.467 0.249
H8 -5.605 -0.145 -1.121
H9 -5.521 -1.692 -0.283
H10 -3.442 1.258 -1.256
H11 -1.266 0.830 -2.303
H12 1.390 -3.203 -1.442
H13 3.445 -4.089 -0.990
H14 5.697 -3.815 -0.034
H15 4.705 0.156 1.167
H16 4.247 1.055 -1.243
H17 4.857 3.434 -1.648
H18 1.756 4.781 0.706
H19 1.032 2.438 1.210
H20 -0.556 -2.356 0.417
H21 -2.705 -1.943 1.495

Forces on the atoms, in the same order (eV/Å):
C 0.1 0.1 -0.2
C -0.2 0.0 0.1
C 0.1 -0.2 0.0
C 0.0 0.1 0.1
C 0.1 0.0 0.0
C 0.1 0.0 0.0
C 0.0 0.2 -0.2
C 0.4 -0.3 -0.2
S 0.1 -0.8 -0.5
O -0.2 -0.1 0.1
O -0.2 -0.1 0.2
N -1.0 0.4 -0.6
C 0.8 0.6 0.5
C -0.4 0.0 -0.1
C 0.1 0.2 0.1
C -0.2 -0.1 -0.1
Cl 0.2 0.0 0.1
C 0.0 -0.2 -0.1
C 0.1 -0.5 0.0
C 0.0 0.2 0.6
O 0.5 0.1 0.2
C 0.0 0.6 0.0
C -0.4 0.0 0.4
C 0.4 -0.3 -0.4
N -0.1 -0.6 0.1
O 0.3 0.9 -0.2
C -0.5 0.0 0.3
C 0.2 -0.4 -0.1
C 0.0 -0.2 0.1
C 0.1 0.0 -0.1
H 0.0 -0.1 0.0
H 0.1 0.0 0.2
H -0.1 0.0 0.0
H -0.1 0.0 0.0
H 0.0 0.1 -0.1
H 0.1 0.1 0.1
H -0.1 0.0 0.0
H 0.0 0.1 -0.1
H 0.0 -0.2 0.0
H -0.1 0.1 0.0
H 0.0 0.1 -0.1
H -0.1 0.0 -0.1
H 0.0 -0.1 -0.1
H 0.1 -0.1 0.0
H 0.0 0.1 0.0
H 0.1 0.0 -0.1
H -0.1 0.1 0.1
H 0.1 0.1 -0.1
H 0.0 0.0 0.0
H 0.0 0.0 0.1
H -0.1 0.0 0.1

Calculated values
Energy relative to the best compared isomer or geometry (same formula, charge and spin) in eV: 2.763
HOMO in eV: -8.57
Net charge: 0
Spin multiplicity: 1
Structure (SMILES): CC(C)(C)c1ccc(S(=O)(=O)Nc2ccc(Cl)cc2C(=O)c2cc[n+]([O-])cc2)cc1
LUMO energy in eV: -0.465
Largest force on an atom in eV/Å: 1.24

***

Entry 3:
Here is one molecule with the formula C20H28FN5O3S in a non-equilibrium geometry from the OMol25 dataset. Energies are from wB97M-V/def2-TZVPD.

Geometry (Å):
C1 -1.715 5.362 2.206
N1 -2.105 4.926 0.880
C2 -3.399 5.468 0.516
C3 -1.087 5.218 -0.117
C4 -1.188 4.238 -1.291
N2 -1.136 2.885 -0.794
C5 -0.084 2.081 -1.002
O1 0.843 2.354 -1.749
C6 -0.170 0.788 -0.276
O2 -1.398 0.377 0.101
N3 -1.300 -0.815 0.726
C7 -0.036 -1.147 0.763
C8 0.441 -2.418 1.345
S1 0.626 -3.703 0.049
C9 -0.972 -4.456 -0.064
C10 -1.015 -5.709 -0.673
C11 -2.215 -6.376 -0.813
C12 -3.368 -5.778 -0.332
F1 -4.547 -6.428 -0.457
C13 -3.345 -4.534 0.267
C14 -2.141 -3.865 0.398
C15 0.762 -0.145 0.123
C16 2.252 -0.122 0.129
O3 2.880 -0.780 0.943
N4 2.810 0.652 -0.812
C17 4.220 0.954 -0.772
C18 4.515 2.055 0.256
N5 3.615 3.187 0.119
C19 3.656 4.036 1.290
C20 3.859 3.949 -1.088
H1 -2.484 5.061 2.916
H2 -0.780 4.879 2.485
H3 -1.585 6.452 2.276
H4 -3.702 5.081 -0.455
H5 -4.135 5.153 1.254
H6 -3.397 6.568 0.471
H7 -0.107 5.085 0.348
H8 -1.152 6.251 -0.494
H9 -0.346 4.375 -1.972
H10 -2.121 4.381 -1.841
H11 -1.825 2.650 -0.095
H12 1.453 -2.280 1.729
H13 -0.230 -2.798 2.112
H14 -0.099 -6.151 -1.032
H15 -2.265 -7.347 -1.280
H16 -4.263 -4.091 0.622
H17 -2.129 -2.881 0.839
H18 2.219 1.303 -1.327
H19 4.757 0.050 -0.475
H20 4.537 1.247 -1.774
H21 4.357 1.630 1.250
H22 5.576 2.353 0.172
H23 2.925 4.836 1.174
H24 3.391 3.450 2.170
H25 4.646 4.490 1.457
H26 3.163 4.786 -1.123
H27 3.676 3.326 -1.959
H28 4.887 4.345 -1.137

Forces on the atoms, in the same order (eV/Å):
C 0.0 -0.1 0.0
N 0.1 0.0 0.0
C 0.0 -0.1 0.0
C -0.1 -0.2 -0.2
C 0.1 0.3 0.0
N -0.2 0.0 0.1
C -0.4 0.1 0.0
O 0.2 0.0 -0.1
C 0.8 -1.0 0.4
O 0.3 0.8 -0.5
N 0.1 -0.9 0.7
C -0.2 0.8 -0.3
C 0.0 -0.7 -0.3
S 0.2 0.1 0.2
C 0.1 0.2 0.1
C 0.0 0.2 0.1
C -0.3 0.0 0.0
C 0.1 0.1 0.0
F 0.1 0.0 0.0
C -0.2 -0.3 -0.1
C 0.1 -0.1 0.0
C -0.8 0.6 0.0
C -0.1 0.3 -0.5
O 0.2 -0.2 0.2
N 0.2 0.0 -0.2
C 0.2 0.0 0.3
C -0.1 -0.2 -0.1
N 0.1 0.0 0.1
C 0.0 0.0 0.0
C -0.1 -0.1 0.1
H 0.0 0.0 0.1
H 0.0 0.0 0.1
H 0.0 0.0 0.0
H -0.1 0.0 -0.1
H -0.1 0.0 0.0
H 0.0 0.0 0.0
H 0.0 0.0 0.0
H 0.0 0.0 0.1
H -0.2 0.0 0.0
H 0.1 0.0 0.0
H 0.1 -0.1 0.0
H -0.2 0.0 0.1
H 0.0 0.1 0.1
H 0.1 -0.1 0.0
H 0.0 -0.1 0.0
H -0.1 0.0 0.0
H -0.1 0.0 0.0
H -0.1 -0.2 0.1
H 0.0 0.1 -0.1
H 0.0 -0.1 0.0
H 0.1 0.0 0.0
H 0.0 0.0 0.0
H 0.0 0.1 0.1
H 0.0 0.0 0.1
H 0.0 0.0 0.0
H 0.0 0.0 -0.1
H 0.0 0.0 -0.1
H 0.0 0.0 0.0

Calculated values
Energy relative to the best compared isomer or geometry (same formula, charge and spin) in eV: 0.147
HOMO in eV: -8.01
Net charge: 0
Spin multiplicity: 1
Structure (SMILES): CN(C)CCNC(=O)c1onc(CSc2ccc(F)cc2)c1C(=O)NCCN(C)C
LUMO energy in eV: 0.167
Largest force on an atom in eV/Å: 1.31

***

Entry 4:
Here is a 2-piece molecular cluster, C11H15N overall in a non-equilibrium geometry from the OMol25 dataset. Energies are from wB97M-V/def2-TZVPD.

Geometry (Å):
C1 4.198 -0.416 3.679
C2 3.882 0.085 2.269
H1 3.524 -1.245 3.912
H2 5.181 -0.869 3.853
H3 4.176 0.356 4.462
H4 4.682 0.561 1.717
H5 2.988 0.693 2.343
H6 3.553 -0.850 1.799
C3 0.654 -2.139 -1.708
C4 -1.703 0.628 -1.128
C5 -0.472 -0.017 -0.762
C6 -0.374 -1.055 -1.692
C7 -1.651 -1.232 -2.312
C8 -1.817 1.829 0.893
C9 -2.344 1.631 -0.363
C10 -0.579 1.177 1.271
C11 0.171 0.420 0.448
N1 -2.403 -0.126 -2.050
H7 -2.192 2.479 1.672
H8 -3.230 2.150 -0.697
H9 -0.255 1.453 2.267
H10 1.190 0.183 0.698
H11 -3.285 0.006 -2.528
H12 -1.948 -2.028 -2.968
H13 0.276 -3.017 -2.259
H14 0.616 -2.744 -0.791
H15 1.643 -1.885 -2.050

Forces on the atoms, in the same order (eV/Å):
C 0.8 0.0 1.0
C -0.5 -1.4 0.7
H -0.2 0.4 0.3
H 0.1 0.1 -0.7
H -0.4 -0.1 -0.3
H 0.0 0.1 0.0
H 0.0 0.5 -0.2
H 0.3 0.4 -0.8
C -1.4 -1.8 -0.1
C -1.5 1.4 2.2
C -1.3 1.1 -1.3
C 0.7 -1.8 1.6
C 0.1 2.3 -0.3
C 1.8 -0.8 0.3
C 0.6 -0.6 -0.3
C -1.0 1.4 0.7
C 0.0 -0.4 -0.8
N 1.1 -2.6 -1.5
H -0.5 0.1 -0.4
H -0.1 -0.2 -0.1
H 0.4 -0.1 -0.1
H 0.1 -0.5 0.1
H 0.0 0.5 0.5
H -0.2 -0.1 -0.1
H 0.2 0.7 -1.0
H 0.7 1.1 0.7
H 0.3 0.2 0.2

Calculated values
Energy relative to the best compared isomer or geometry (same formula, charge and spin) in eV: 1.371
HOMO (alpha / beta) in eV: -13.11 / -13.34
Net charge: +1
Spin multiplicity: 2
LUMO energy (alpha / beta) in eV: -3.710 / -7.024
Largest force on an atom in eV/Å: 3.19

***

Entry 5:
Here is C22H47N2O5SSi2 as an isolated structure in a non-equilibrium geometry from the OMol25 dataset. Energies are from wB97M-V/def2-TZVPD.

Geometry (Å):
O1 -2.593 8.031 -4.173
C1 -3.257 7.034 -3.817
O2 -3.354 6.693 -2.585
Si1 -4.107 5.945 -5.155
O3 -2.887 4.856 -5.707
Si2 -3.219 3.283 -5.112
C2 -3.096 3.181 -3.226
C3 -1.639 3.229 -2.631
C4 -0.672 4.232 -3.327
S1 0.479 3.371 -4.513
H1 -4.636 6.740 -6.282
H2 -5.218 5.237 -4.498
H3 -2.411 2.290 -5.838
H4 -4.642 3.031 -5.458
H5 -3.526 2.185 -2.930
H6 -3.730 3.961 -2.745
H7 -1.226 2.194 -2.537
H8 -1.740 3.583 -1.575
H9 0.000 4.629 -2.528
H10 -1.161 5.119 -3.776
H11 0.749 4.373 -5.407
C5 -1.990 2.311 3.099
C6 -1.288 1.667 1.876
C7 -0.973 0.192 2.173
C8 0.192 -0.003 3.138
C9 1.420 0.763 2.667
C10 1.137 2.247 2.395
N1 -0.060 2.450 1.527
O4 0.296 2.141 0.287
C11 0.954 2.991 3.735
C12 2.398 2.886 1.791
C13 -2.347 1.716 0.765
H12 -3.076 2.223 3.029
H13 -1.712 1.845 4.045
H14 -1.779 3.380 3.164
H15 -0.735 -0.330 1.239
H16 -1.861 -0.302 2.578
H17 -0.090 0.306 4.149
H18 0.433 -1.068 3.204
H19 2.212 0.668 3.416
H20 1.805 0.286 1.760
H21 0.662 4.030 3.569
H22 1.889 3.002 4.299
H23 0.219 2.532 4.394
H24 2.730 2.379 0.885
H25 3.228 2.837 2.499
H26 2.229 3.939 1.552
H27 -2.613 2.744 0.511
H28 -3.258 1.206 1.085
H29 -2.022 1.211 -0.146
C14 3.816 -5.629 0.023
C15 3.011 -4.938 1.154
C16 2.216 -5.991 1.944
C17 1.000 -6.527 1.193
C18 0.119 -5.383 0.703
C19 0.889 -4.336 -0.115
N2 2.133 -3.880 0.572
O5 1.781 -3.066 1.542
C20 1.231 -4.917 -1.504
C21 -0.055 -3.165 -0.431
C22 4.085 -4.351 2.083
H30 4.816 -5.912 0.358
H31 3.349 -6.547 -0.333
H32 3.962 -4.962 -0.829
H33 1.872 -5.560 2.890
H34 2.871 -6.825 2.211
H35 1.312 -7.158 0.355
H36 0.420 -7.173 1.857
H37 -0.700 -5.791 0.103
H38 -0.350 -4.906 1.569
H39 1.857 -4.227 -2.073
H40 0.321 -5.085 -2.084
H41 1.735 -5.881 -1.464
H42 -0.485 -2.721 0.468
H43 -0.894 -3.504 -1.042
H44 0.463 -2.380 -0.987
H45 4.680 -3.593 1.568
H46 4.765 -5.137 2.420
H47 3.663 -3.904 2.984

Forces on the atoms, in the same order (eV/Å):
O -0.2 -0.1 -1.1
C 0.6 0.7 2.2
O -0.5 -0.8 -1.4
Si 1.6 0.7 0.5
O -1.6 -1.1 0.9
Si -0.1 1.3 -0.2
C 0.5 -0.8 0.3
C -0.6 0.4 0.4
C 0.9 0.2 1.0
S -0.4 0.5 -0.3
H 0.0 -0.1 -0.3
H -0.2 -0.4 -0.2
H 0.2 0.0 0.0
H 0.0 -0.2 0.0
H 0.1 0.8 -0.3
H 0.5 -0.3 -0.5
H 0.0 0.9 -0.4
H 0.2 -0.2 -0.8
H -0.5 -0.2 -0.7
H 0.1 -0.8 0.1
H -0.3 -0.4 0.6
C 0.1 0.1 0.3
C -1.7 0.2 1.0
C 0.5 -0.2 0.0
C 0.0 -0.1 0.1
C -0.2 -0.3 -0.2
C 1.0 0.9 1.6
N 1.0 -2.4 -2.2
O -0.6 0.9 0.9
C -0.3 0.0 0.3
C -0.2 0.0 -0.7
C 0.5 0.1 -0.7
H 0.1 -0.1 -0.2
H 0.1 0.1 0.0
H 0.1 -0.1 0.0
H 0.0 0.2 -0.1
H -0.1 0.2 -0.1
H 0.0 0.1 0.0
H 0.0 0.0 0.0
H 0.0 0.2 -0.1
H -0.1 0.1 -0.1
H 0.0 -0.1 -0.1
H 0.1 -0.1 -0.2
H -0.1 0.0 -0.1
H -0.2 0.1 0.0
H -0.2 -0.1 0.2
H -0.1 -0.1 0.0
H 0.1 0.0 0.0
H 0.2 0.0 0.3
H 0.2 0.2 0.0
C 0.0 -0.1 -0.3
C 1.7 -1.1 -0.5
C -0.5 0.0 0.1
C 0.0 0.0 0.0
C 0.2 -0.2 0.4
C -0.7 -0.4 -2.0
N -1.6 0.2 2.8
O 0.6 0.1 -0.8
C 0.2 -0.3 -0.1
C 0.2 0.4 0.5
C -0.4 0.6 0.2
H -0.1 0.0 0.2
H -0.1 0.1 -0.1
H -0.1 0.0 0.1
H 0.1 0.2 -0.1
H 0.2 0.2 -0.1
H 0.0 0.0 0.0
H 0.0 0.0 0.0
H 0.1 0.2 -0.1
H 0.1 0.1 0.0
H 0.0 0.0 0.1
H -0.1 0.1 0.2
H 0.1 0.1 0.0
H 0.2 0.0 0.0
H 0.2 -0.2 0.0
H 0.0 0.0 0.1
H -0.1 0.0 0.0
H -0.1 -0.1 -0.2
H -0.1 0.1 -0.2

Calculated values
Energy relative to the best compared isomer or geometry (same formula, charge and spin) in eV: 1.339
HOMO (alpha / beta) in eV: -3.97 / -3.97
Net charge: -1
Spin multiplicity: 3
LUMO energy (alpha / beta) in eV: 1.828 / 1.190
Largest force on an atom in eV/Å: 3.42

***

Entry 6:
Here is C4H4HoO5 as an isolated structure in a non-equilibrium geometry from the OMol25 dataset. Energies are from wB97M-V/def2-TZVPD.

Geometry (Å):
O1 1.153 0.131 0.389
C1 2.414 0.470 -0.181
O2 2.430 1.737 -0.290
O3 3.196 -0.399 -0.468
C2 0.441 -1.049 0.005
C3 -0.992 -0.805 0.369
H1 0.854 -1.901 0.563
H2 0.558 -1.233 -1.071
H3 -1.714 -1.382 -0.213
H4 -1.186 -0.811 1.446
O4 -3.642 0.685 -0.450
O5 -1.426 0.952 -0.011
C4 -2.634 1.249 -0.287
Ho1 0.548 2.355 0.198

Forces on the atoms, in the same order (eV/Å):
O -0.9 2.1 0.5
C 3.2 -5.1 -1.0
O -0.5 2.6 0.0
O -1.8 2.1 0.6
C -0.4 -0.3 -0.7
C -0.4 -0.4 0.5
H -0.3 0.1 -0.1
H 0.2 0.1 0.3
H 0.0 0.3 0.1
H -0.2 0.3 -0.3
O 0.8 0.5 0.2
O 3.2 -1.0 0.6
C -2.4 0.0 -0.6
Ho -0.6 -1.2 0.0

Calculated values
Energy relative to the best compared isomer or geometry (same formula, charge and spin) in eV: 2.032
HOMO (alpha / beta) in eV: -16.79 / -19.34
Net charge: +2
Spin multiplicity: 6
LUMO energy (alpha / beta) in eV: -11.012 / -11.661
Largest force on an atom in eV/Å: 6.11